C4H6N2O in the gas phase. Source: the OMol25 dataset; level of theory: wB97M-V/def2-TZVPD.

Computed properties:
E ... -340.7376 hartree
ΔE to the lowest compared entry with this formula, charge and spin ... 150.4 kJ/mol
E_HOMO ... -0.382 Eh
SMILES ... [H]/N=C/OCCC#N

Geometry as XYZ:
```
13
C4H6N2O, DFT wB97M-V/def2-TZVPD
H 1.876 2.277 1.868
N 1.228 2.341 1.088
C 0.964 1.210 0.608
O 0.095 1.137 -0.436
C -0.011 -0.111 -1.083
C -1.185 -0.947 -0.578
C -0.930 -1.502 0.753
N -0.665 -1.934 1.793
H 1.315 0.225 0.945
H 0.920 -0.675 -0.962
H -0.179 0.079 -2.147
H -2.091 -0.332 -0.562
H -1.335 -1.768 -1.287
```